(1)
11
Properties=species:S:1:pos:R:3 method="wB97M-V/def2-TZVPD" fmax_ha_per_bohr=0.0602 lumo_ev="-1.53 / -1.53" molar_mass_g_mol=116.145 total_energy_ha=-699.5401 homo_energy_ev="-8.94 / -8.95" de_lowest_kcal_mol=82.9
S 2.906 -0.587 0.608
N -0.387 0.970 0.622
O 1.432 2.039 1.650
H -0.450 -1.152 0.165
H -2.299 -0.924 -1.315
C -0.862 -0.138 0.015
C -1.761 -0.019 -0.948
C 0.610 1.401 1.111
H 1.317 -1.200 -0.820
H -2.218 1.063 -1.165
N 1.712 -1.452 0.078

***

(2)
68
Properties=species:S:1:pos:R:3 method="wB97M-V/def2-TZVPD" multiplicity=5 fmax_ha_per_bohr=0.0129 charge=+2 lumo_ev="-5.76 / -8.57" molar_mass_g_mol=696.084 total_energy_ha=-2756.7545 homo_energy_ev="-13.89 / -13.84" de_lowest_kcal_mol=0.2
S -1.761 -1.073 5.947
H 3.576 3.129 2.673
C -1.375 -1.017 -4.651
C 1.969 -3.465 -4.050
C -0.263 -1.931 -4.372
H 2.292 -1.005 4.758
O -0.539 -1.682 5.473
C -2.070 0.602 -0.975
H 2.756 -1.686 -3.147
H -0.055 0.626 2.718
O 0.330 2.339 -1.384
N -2.204 1.081 -4.715
H -3.670 1.060 0.364
N 2.240 1.578 2.828
C 3.270 2.148 0.185
C -2.911 -1.068 4.571
C 0.799 1.991 -0.253
C 2.124 1.214 -0.272
C -1.382 -1.410 0.722
N -2.327 -0.879 3.401
H 2.884 -4.026 -3.924
C -2.841 0.398 0.156
C -2.468 -0.601 1.043
H 0.183 -0.677 3.808
H -2.275 1.424 -1.648
C -0.275 -3.238 -4.827
H -3.388 3.049 -5.661
H -2.226 -1.342 -5.243
H 3.009 1.152 -2.138
H -2.273 4.253 -5.093
H 4.230 1.758 3.516
C -1.783 2.312 -4.667
N -4.188 -1.202 4.839
H 0.874 -5.044 -5.010
C 3.615 2.039 2.662
H 0.139 -1.794 -0.749
H 2.716 -0.320 -1.505
C 0.857 -4.022 -4.657
N 0.587 0.073 3.267
C -4.522 -0.870 2.505
C 1.897 -2.153 -3.608
H 1.531 2.036 2.247
H 4.220 0.501 1.261
Pd 0.375 0.601 -2.804
N 0.808 -1.402 -3.749
O -1.455 0.353 6.217
N -1.261 0.200 -4.292
H 3.582 0.073 4.428
C -5.002 -1.097 3.787
C -0.702 -1.177 -0.453
H -1.155 -3.625 -5.323
H -6.062 -1.200 3.983
C -3.147 -0.789 2.351
C 1.843 0.478 3.441
N -1.022 -0.169 -1.270
N 2.334 0.611 -1.604
C 4.174 1.593 1.306
N 2.669 -0.267 4.186
H -1.076 -2.210 1.382
S -0.236 2.797 -3.985
N -2.555 3.290 -5.147
H -5.195 -0.798 1.663
H 3.840 2.468 -0.689
O -2.383 -1.645 7.105
O 0.307 2.236 0.853
H 5.197 1.956 1.208
H 2.003 0.399 0.444
H 2.815 3.065 0.565

***

(3)
100
Properties=species:S:1:pos:R:3 method="wB97M-V/def2-TZVPD" fmax_ha_per_bohr=0.2447 lumo_ev=0.55 molar_mass_g_mol=670.910 total_energy_ha=-2101.0135 homo_energy_ev=-7.26 de_lowest_kcal_mol=432.5
C -4.708 -1.824 -6.480
H -2.279 0.486 -1.618
N 5.508 -2.012 1.789
H 2.299 -1.234 1.810
H 2.428 -6.290 -1.492
C -5.111 1.224 -0.347
H 0.586 4.681 -1.462
H -1.061 -0.141 0.887
C 3.092 -4.584 -0.661
H -0.118 -3.027 1.841
H -2.260 0.628 4.985
N -0.352 0.897 -0.691
H 1.830 4.979 5.014
H 2.691 2.892 -5.511
C -1.252 0.559 2.888
N -2.336 3.560 -0.456
H -0.211 -0.389 -4.890
N -5.610 3.517 -0.430
C 2.941 -6.509 0.779
C -2.167 0.203 4.043
H 4.048 5.357 3.752
C -3.113 -0.911 -4.918
C 0.437 0.443 -4.808
C -5.435 2.382 -1.234
H 2.850 -3.177 5.419
H -5.336 4.112 1.731
C 1.084 -1.959 4.633
C -4.303 -1.985 -5.082
H 0.740 2.219 4.131
H 4.453 3.056 2.218
H -3.833 -1.300 3.819
H -4.511 1.177 2.021
H 1.064 -2.216 -0.261
H -2.034 4.346 -2.563
H 6.347 -2.307 2.176
C -0.248 3.834 0.476
H -2.022 2.826 1.607
H 1.649 0.847 0.290
N -1.533 -0.133 1.784
C -1.354 0.086 -1.251
H -5.753 4.401 -0.692
H 1.258 1.259 -6.904
C 2.094 4.231 4.290
C 2.044 -3.055 4.548
N 0.526 1.101 -3.525
C -2.789 -0.890 2.010
H -2.484 -0.419 -4.046
H -0.543 -1.226 3.291
H 2.346 -4.700 2.801
C -3.131 -0.782 3.433
C 1.761 -3.706 3.180
C -4.870 1.774 1.014
H -4.491 -2.796 -4.307
H -4.118 -0.417 -7.994
H 0.636 3.626 1.301
H 2.769 -7.332 1.440
H -3.292 -1.584 1.274
C -3.094 -0.161 -6.154
C -5.284 3.202 0.899
H -5.550 2.410 -2.333
H 3.777 -0.512 -0.575
H -0.361 1.873 -0.844
C 3.990 -1.149 0.296
C 4.296 -1.903 2.524
C 1.950 2.291 -4.979
C -1.604 3.334 0.739
C 1.201 1.384 -5.843
C 0.445 -2.982 2.624
H -4.862 0.231 -0.531
H 3.954 -5.217 2.419
C 5.363 -1.522 0.422
H -1.366 -2.267 -1.620
C 0.813 0.196 -0.310
H 1.709 2.556 -2.512
H 6.221 -1.677 -0.277
H 4.486 -2.252 3.458
H -2.713 0.768 -6.527
H 1.097 -1.286 5.589
N -3.963 -0.741 -7.085
C -1.531 4.175 -1.485
C -0.857 -1.272 -1.244
C 3.709 -5.260 1.405
H -0.595 1.288 2.734
C 1.585 2.827 3.910
C 3.300 -1.335 1.583
N 3.617 3.178 2.799
N 3.794 -4.256 0.455
C 2.516 2.408 2.837
H 3.051 -3.924 -1.584
H 0.053 0.852 -2.713
C -0.229 4.333 -0.920
C 0.439 -1.245 -0.503
C 3.400 4.344 3.472
C 2.684 -5.964 -0.602
N 0.269 -1.926 3.548
H 2.336 1.676 2.172
H -5.418 -2.527 -6.980
H -3.332 3.453 -0.579
C 1.495 2.142 -3.481
H 4.360 -3.382 0.758

***

(4)
16
Properties=species:S:1:pos:R:3 method="wB97M-V/def2-TZVPD" fmax_ha_per_bohr=0.1055 lumo_ev="0.34 / 0.34" molar_mass_g_mol=109.119 total_energy_ha=-412.0607 homo_energy_ev="-8.63 / -8.63" de_lowest_kcal_mol=141.1
F -2.918 -0.791 -0.803
C -0.454 -1.198 0.934
H -0.328 -2.266 0.644
N -2.231 0.426 -0.806
H -0.197 -0.743 -1.331
H 2.522 1.467 -0.198
H 0.230 -1.002 1.660
H 2.393 -0.051 -1.022
H 0.373 1.441 -1.191
F -2.583 1.000 0.428
C -0.208 -0.340 -0.318
H -1.457 -1.061 1.312
C 2.004 0.621 -0.262
H 2.317 -0.011 0.692
H 0.071 1.521 0.569
C 0.468 0.986 -0.308

***

(5)
52
Properties=species:S:1:pos:R:3 method="wB97M-V/def2-TZVPD" fmax_ha_per_bohr=0.0249 charge=-1 lumo_ev=2.12 molar_mass_g_mol=341.708 total_energy_ha=-1759.8275 homo_energy_ev=-7.25
H 0.533 -1.329 -4.329
H 2.808 -4.026 -0.875
H 5.695 0.268 0.310
O 2.524 2.475 -2.955
O 2.137 -1.934 1.356
H -0.620 -0.654 -2.651
H -1.777 4.060 -0.714
H 4.029 0.221 2.539
H -1.672 3.084 3.910
H 3.141 1.744 -2.922
O -2.310 1.686 1.205
H 1.225 -1.645 1.317
H 2.851 2.150 0.685
H 3.269 -1.091 -2.186
H -2.098 0.271 3.827
H -2.868 4.702 0.117
H 1.922 1.066 1.190
H -2.949 -0.492 4.820
H -1.585 -1.592 -3.344
H 2.226 -2.544 0.624
H -4.072 -2.576 2.655
H 0.930 -1.906 -5.672
H 1.846 2.245 -2.320
O 1.020 -2.049 -4.730
O -1.032 -0.826 -3.498
H -3.480 -2.792 1.278
H -1.462 1.292 1.003
O -4.796 -0.033 0.998
H -2.296 2.016 3.037
H 2.999 -0.658 3.217
Cl -0.072 -0.368 -0.476
O -1.972 4.370 0.170
O 3.003 -0.311 -1.700
H -0.815 2.365 -3.255
H -3.848 0.102 1.007
O -1.916 2.159 3.904
H 1.351 -3.978 -1.284
H -2.237 2.587 0.892
O -1.945 -2.784 0.575
H 2.058 -0.411 -1.583
H -1.447 -3.487 0.158
O -4.287 -2.902 1.781
O 5.432 0.953 -0.305
O 1.921 -4.037 -0.517
O -1.328 3.171 -3.201
O -2.529 -0.573 3.964
O 3.915 -0.385 3.271
H -4.909 -0.959 1.211
H -1.479 -1.984 0.333
O 2.490 1.776 1.489
H -2.165 2.950 -3.609
H 4.637 0.614 -0.716

***

(6)
17
Properties=species:S:1:pos:R:3 method="wB97M-V/def2-TZVPD" multiplicity=3 fmax_ha_per_bohr=0.0539 charge=+1 lumo_ev="-4.89 / -4.95" molar_mass_g_mol=189.800 total_energy_ha=-2003.5727 homo_energy_ev="-13.08 / -13.07" de_lowest_kcal_mol=72.3
H 1.662 0.966 -0.825
O 2.076 0.309 3.587
H 0.012 1.898 1.178
O -0.288 -0.429 -1.672
H 2.462 2.149 1.179
H -0.757 0.296 0.880
C -1.186 0.646 -1.635
C 1.249 0.488 0.073
C -0.107 1.081 0.453
C 2.439 1.047 1.193
O -2.423 0.180 -1.283
C 2.247 0.652 2.529
H 1.299 -0.596 0.215
Ni -1.694 -1.517 -1.269
H -1.191 1.211 -2.589
H 3.423 0.662 0.883
O -0.712 1.621 -0.692